## i
The following is a quantum chemistry calculation of 2 unconnected molecules or ions with the total composition C2H3N2O3, from the OMol25 dataset.

Computed properties:
HOMO (spin up / spin down) ... -15.34 / -15.34 eV
LUMO energy (spin up / spin down) ... -6.6 / -6.6 eV
Frontier orbital gap (spin up / spin down) ... 8.73 / 8.74 eV
Charge ... +1

Each line ends with the Mulliken charge.
Geometry (Å):
O (0.380, 3.188, 0.560)  -0.194
O (-5.364, -0.103, 0.436)  -0.272
O (-3.174, 0.404, 0.018)  -0.400
N (0.522, -0.188, 0.208)  -0.208
N (0.262, 2.183, -0.007)  0.325
C (-0.199, 0.895, 0.140)  0.121
C (-4.282, 0.158, 0.224)  0.627
H (1.499, -0.178, 0.483)  0.270
H (-1.267, 0.820, -0.129)  0.451
H (0.112, -1.083, -0.022)  0.279

***

## ii
The following is a quantum chemistry calculation of a gas-phase ion, C2H3N2O3 (charge +1), from the OMol25 dataset.

Computed properties:
HOMO ... -15.29 eV
LUMO energy ... -6.6 eV
Frontier orbital gap ... 8.65 eV
SMILES string ... O=[N+]1O[C@H]1/C=N/O
Charge ... +1

Each line ends with the Mulliken charge.
Geometry (Å):
O (-3.103, -1.058, -0.565)  -0.333
O (-2.165, 0.116, 1.097)  -0.173
O (1.305, -1.451, 0.530)  -0.291
N (-2.484, -0.280, -0.067)  0.789
N (0.160, -0.827, 0.425)  -0.189
C (-1.530, 0.750, -0.026)  0.088
C (-0.120, 0.180, -0.283)  -0.206
H (0.989, -2.146, 1.081)  0.421
H (-1.979, 1.692, -0.219)  0.454
H (0.502, 0.554, -1.100)  0.441

***

So which one wins? Going from most stable to least: i, ii.